(1)
{
  "formula": "C4H13NO2",
  "method": "wB97M-V/def2-TZVPD",
  "mol_weight_g_mol": 107.153,
  "relative_energy_ev": 2.958,
  "smiles": "C=CCNC.O.O",
  "gap_ev": 9.1,
  "symbols": ["C", "N", "C", "C", "C", "H", "H", "H", "H", "H", "H", "H", "H", "H", "H", "H", "O", "H", "H", "O"],
  "xyz": [[0.9148, -2.2851, -0.6714], [0.5294, -0.9839, -0.2241], [0.9954, 0.2584, -0.8065], [0.9054, 2.7764, -0.4154], [0.7398, 1.5503, 0.0308], [0.3435, -3.1315, -0.1137], [1.9855, -2.5772, -0.6508], [0.5233, -2.4692, -1.7261], [-0.4399, -0.8620, 0.1491], [2.1055, 0.2884, -0.9374], [0.5889, 0.5619, -1.7673], [0.6436, 3.7110, 0.1100], [0.7489, 3.0041, -1.4530], [0.3438, 1.2010, 0.9080], [-1.8737, 0.4591, -2.3662], [-2.1524, 0.0427, -3.7474], [-2.3492, -0.1562, -2.8535], [-1.0744, -0.9340, 5.9305], [-1.6873, -0.2316, 4.8177], [-1.7907, -0.2228, 5.7868]],
  "forces_ev_per_a": [[-1.8715, -2.2630, -1.3894], [-0.9656, 1.7323, 1.8037], [1.2369, 1.4182, -0.2834], [-1.9744, 1.4883, 0.1153], [0.5110, -1.9614, -1.9606], [1.0130, 1.7132, -0.4246], [-0.4973, 0.7810, 0.2205], [0.7871, 0.1316, 0.7372], [1.3790, -0.7103, -0.7358], [-0.7226, -0.6342, 0.0370], [-0.2096, -0.6534, -0.8464], [0.3428, -0.8791, 0.5249], [1.2537, -0.3831, -0.8869], [-0.3082, 0.2175, 3.0674], [1.3563, 1.7612, 1.5286], [0.2217, 0.1989, -1.3826], [-1.5560, -1.9571, -0.1242], [-1.6358, 1.5516, 0.4765], [-0.6162, 0.5808, 0.2431], [2.2559, -2.1330, -0.7202]],
  "mulliken_charge": [-0.805, -0.275, -0.355, -0.875, -0.217, 0.275, 0.257, 0.292, 0.218, 0.307, 0.166, 0.270, 0.288, 0.460, 0.300, 0.311, -0.617, 0.327, 0.314, -0.641]
}

=====

(2)
{
  "formula": "C4H3NO2",
  "method": "wB97M-V/def2-TZVPD",
  "mol_weight_g_mol": 97.073,
  "relative_energy_ev": 2.652,
  "gap_ev": 10.4,
  "symbols": ["O", "C", "C", "N", "C", "C", "O", "H", "H", "H"],
  "xyz": [[-1.9807, -0.1178, 1.9008], [-0.9357, -0.1176, 1.3298], [0.2195, 2.1638, -0.0268], [0.7797, 1.2782, -0.5623], [1.0227, 0.0232, -1.0891], [0.2183, -0.9712, -0.7072], [-0.8145, -0.8814, 0.1785], [-0.0542, 0.4324, 1.6841], [1.8136, -0.0792, -1.8262], [0.2491, -1.9416, -1.1960]],
  "forces_ev_per_a": [[0.5368, -0.0256, -0.3381], [-0.4180, -0.1071, 0.2241], [0.7398, -0.2282, -0.5395], [-0.5199, 0.8307, 0.3737], [-0.2187, -0.1184, 0.1334], [0.1736, 0.1063, 0.0043], [-0.1772, -0.1406, -0.0412], [0.0417, -0.3902, -0.2989], [-0.2780, -0.0594, 0.2014], [0.1200, 0.1325, 0.2807]],
  "mulliken_charge": [-0.436, 0.126, -0.099, -0.132, -0.151, -0.096, -0.336, 0.399, 0.371, 0.354]
}

=====

(3)
{
  "formula": "C6H12N2",
  "method": "wB97M-V/def2-TZVPD",
  "mol_weight_g_mol": 112.176,
  "relative_energy_ev": 7.832,
  "smiles": "C[C@H]1C[C@H]2N[C@@H]2[C@@H]1N",
  "gap_ev": 9.2,
  "symbols": ["C", "C", "C", "C", "C", "C", "H", "H", "H", "H", "H", "H", "H", "H", "H", "H", "H", "H", "N", "N"],
  "xyz": [[2.2771, -0.1144, 0.5196], [0.9064, -0.1028, -0.3494], [0.3068, -1.3764, -0.6093], [-1.4115, -0.9161, -0.4759], [-1.3564, -0.0271, 0.7832], [-0.2099, 0.8143, 0.4054], [2.3475, 1.1538, 0.5884], [3.2437, -0.5392, -0.1815], [2.2896, -0.7498, 1.5001], [1.2706, 0.3337, -1.3000], [0.1637, -1.6416, -1.6471], [0.8124, -2.3231, -0.2365], [-1.6849, -0.4046, -1.4798], [-2.9610, -1.1261, 0.8365], [-1.2435, -0.7892, 1.5934], [0.0993, 1.4204, 1.3587], [-1.4486, 2.1912, -0.2283], [-0.0571, 2.7377, -0.6362], [-2.6516, -0.3950, 0.2664], [-0.6926, 1.8542, -0.7077]],
  "forces_ev_per_a": [[1.0034, 1.3516, -1.7515], [2.4165, 2.2594, 2.6507], [-3.5957, -4.2735, -1.0094], [-0.1230, 0.9224, -1.4342], [0.4949, -3.1288, -0.7531], [0.6709, 4.1612, -0.7608], [0.6645, -3.7885, 0.6058], [-2.7887, 1.3304, 1.9782], [-0.2599, 1.6415, -1.6430], [-0.8046, 0.3882, 0.5789], [0.5608, 0.2885, -0.4964], [-1.0237, 1.2297, 0.5676], [1.6964, -0.5223, 1.7071], [-1.0931, -0.8306, 1.5873], [1.2603, 1.1791, -0.1374], [0.3995, -1.0979, -1.7955], [-3.1246, 1.2892, 0.9760], [-0.9128, -2.2194, -0.2583], [0.4945, -0.1259, -1.6282], [4.0642, -0.0543, 1.0162]],
  "mulliken_charge": [-1.070, 0.344, -0.814, -0.416, -0.174, 0.207, 0.274, 0.289, 0.284, 0.193, 0.276, 0.343, 0.240, 0.299, 0.241, 0.302, 0.269, 0.259, -0.548, -0.797]
}